[1]
Molecular formula: C4H16N3S
Method: DFT, wB97M-V/def2-TZVPD

Cartesian coordinates (Å):
1 S -2.340 -0.437 0.819
2 N 1.124 0.136 2.985
3 N 2.099 -1.015 -2.241
4 N -1.026 0.956 -1.806
5 C -0.887 0.399 1.674
6 C -0.079 -0.587 2.514
7 C 0.698 -0.833 -1.873
8 C 0.451 0.722 -1.893
9 H -0.782 -0.963 3.289
10 H -0.282 0.853 0.880
11 H 0.047 -1.339 -2.612
12 H 2.645 -0.682 -1.438
13 H -1.203 1.220 2.344
14 H -1.539 0.496 -1.011
15 H 0.418 -1.211 -0.866
16 H 2.232 -2.034 -2.344
17 H 0.766 1.164 -2.847
18 H 0.943 1.243 -1.059
19 H 0.784 0.762 3.726
20 H -1.208 1.959 -1.740
21 H 1.733 -0.544 3.463
22 H 0.114 -1.470 1.885
23 H -1.544 0.597 -2.616
24 H -3.165 0.608 0.769

The calculation puts the total energy at -19706.363 eV. The net charge is +1. The frontier orbital gap comes out at 9.8 eV. The value obtained for the HOMO energy is -13.04 eV.


[2]
Molecular formula: C4H10NO3
Method: DFT, wB97M-V/def2-TZVPD

Cartesian coordinates (Å):
1 O 1.618 0.370 0.824
2 O 4.003 1.670 0.131
3 O 1.591 1.474 -1.125
4 N -0.876 -1.066 1.419
5 C -2.529 -0.586 -0.284
6 C -0.038 -0.250 -0.760
7 C 1.148 0.634 -0.316
8 C -1.168 -0.168 0.266
9 H -0.453 0.099 -1.714
10 H 0.258 -1.285 -0.929
11 H -0.075 -0.631 1.876
12 H -0.470 -1.931 1.074
13 H -3.140 -0.951 0.541
14 H 3.265 1.408 0.717
15 H -3.111 0.248 -0.683
16 H -1.162 0.838 0.662
17 H -2.413 -1.406 -0.977
18 H 3.552 1.532 -0.722

The calculation puts the total energy at -11945.008 eV. The net charge is -1. The frontier orbital gap comes out at 8.6 eV. The value obtained for the HOMO energy is -4.75 eV.


[3]
Molecular formula: C13H16N4O2
Method: DFT, wB97M-V/def2-TZVPD

Cartesian coordinates (Å):
1 O -3.026 1.783 0.075
2 O -3.090 0.581 -2.552
3 N 4.250 -0.738 1.683
4 N 5.203 -1.167 2.559
5 N 4.608 -1.215 3.743
6 N 3.318 -0.795 3.650
7 C -2.049 0.918 -0.288
8 C -2.106 0.297 -1.658
9 C -4.412 0.737 -2.222
10 C -0.957 0.579 0.632
11 C -2.517 3.033 -0.058
12 C -0.022 -0.883 -1.103
13 C 1.141 -1.017 0.866
14 C 1.994 -1.598 -0.235
15 C -1.121 -0.646 -1.946
16 C 1.834 0.022 1.836
17 C 1.090 -1.917 -1.355
18 C 0.021 -0.317 0.158
19 C 3.054 -0.518 2.408
20 H 2.154 0.909 1.333
21 H 2.579 -2.433 0.078
22 H -4.975 0.560 -3.109
23 H 4.480 -0.555 0.704
24 H 2.740 -0.806 -0.589
25 H 1.600 -1.997 -2.289
26 H 1.048 0.260 2.650
27 H -4.514 1.745 -1.956
28 H 0.781 -2.971 -1.232
29 H 0.742 -1.814 1.468
30 H -4.686 0.117 -1.372
31 H -2.955 3.879 0.488
32 H -2.565 3.110 -1.141
33 H -1.452 3.021 -0.021
34 H -1.034 0.972 1.680
35 H -1.154 -1.135 -2.885

The calculation puts the total energy at -23792.177 eV. The frontier orbital gap comes out at 9.1 eV. The structure (SMILES) is COc1cc2c(cc1OC)[C@H](Cc1nnn[nH]1)CC2. The value obtained for the HOMO energy is -8.50 eV.


[4]
Molecular formula: C21H13BeN4O6S
Method: DFT, wB97M-V/def2-TZVPD

Cartesian coordinates (Å):
1 S 1.179 1.097 -0.644
2 O -2.244 -0.206 -2.990
3 O 0.506 1.347 0.691
4 O -1.181 1.108 2.657
5 O -0.978 1.152 -1.695
6 O -4.404 -3.284 0.365
7 O -2.220 -0.370 4.012
8 N -2.020 0.055 0.541
9 N -2.985 5.024 0.463
10 N -2.400 7.418 0.489
11 N -1.802 2.920 0.710
12 C 0.647 -1.481 0.122
13 C -2.325 3.954 0.598
14 C -2.446 -0.560 1.652
15 C 0.353 -2.811 -0.132
16 C 0.845 -1.080 -2.260
17 C -3.242 -1.680 1.642
18 C 5.546 0.761 0.613
19 C -3.616 -2.177 0.400
20 C 3.233 1.084 1.206
21 C -1.931 0.093 2.925
22 C 5.193 0.658 -0.729
23 C 0.312 -3.278 -1.442
24 C 0.563 -2.417 -2.502
25 C 3.865 0.766 -1.104
26 C -2.629 6.280 0.482
27 C 4.568 0.974 1.574
28 C 2.898 0.969 -0.130
29 C -2.362 -0.434 -0.650
30 C 0.892 -0.638 -0.949
31 C -1.799 0.231 -1.919
32 C -3.170 -1.549 -0.754
33 Be -1.075 1.476 1.064
34 H 0.675 -1.094 1.135
35 H -3.419 -1.898 -1.749
36 H -4.586 -3.502 -0.556
37 H -3.556 -2.132 2.572
38 H 0.063 -4.313 -1.637
39 H 2.455 1.257 1.940
40 H 0.146 -3.480 0.693
41 H 6.585 0.681 0.906
42 H 5.954 0.493 -1.480
43 H 3.583 0.685 -2.149
44 H 0.505 -2.776 -3.522
45 H 4.842 1.058 2.618
46 H 0.982 -0.381 -3.077

The calculation puts the total energy at -51476.989 eV. The net charge is -1. The frontier orbital gap comes out at 8.1 eV. The value obtained for the HOMO energy is -5.82 eV.


[5]
Molecular formula: C30H36IN2O6TeW
Method: DFT, wB97M-V/def2-TZVPD

Cartesian coordinates (Å):
1 W -1.357 2.105 -1.470
2 I 1.268 7.416 -0.528
3 Te 1.183 -2.078 -0.333
4 O -4.882 3.275 0.028
5 O -1.507 2.371 0.409
6 O 0.434 2.031 -1.736
7 O -3.170 2.872 -1.385
8 O -2.306 0.302 -0.831
9 O -2.998 2.496 2.105
10 N -1.083 4.189 -2.077
11 N -1.865 0.957 -2.839
12 C 2.647 2.981 -2.125
13 C -1.602 -2.054 1.407
14 C -0.235 4.957 -1.372
15 C 1.806 0.943 -3.377
16 C -1.793 4.724 -3.085
17 C 0.746 -4.947 -1.566
18 C 1.272 -7.695 2.580
19 C -0.680 -0.916 1.753
20 C -0.057 6.296 -1.659
21 C -1.029 -0.045 2.773
22 C -3.764 2.958 -0.169
23 C -3.758 -0.665 -2.544
24 C -1.651 6.051 -3.432
25 C 0.552 -0.708 1.115
26 C 1.009 1.180 2.504
27 C 1.470 2.281 -2.758
28 C 1.559 -5.204 2.646
29 C 1.025 -5.007 -0.087
30 C -0.193 0.996 3.177
31 C 1.282 -3.851 0.695
32 C 1.972 -2.775 2.934
33 C 1.016 -6.234 0.546
34 C -0.776 6.850 -2.713
35 C -2.761 2.572 0.956
36 C -0.598 1.901 4.300
37 C 1.406 0.342 1.470
38 C -2.638 0.166 -2.080
39 C 1.267 -6.357 1.912
40 C 1.583 -3.947 2.076
41 C 2.759 0.543 0.840
42 H 1.669 1.986 2.804
43 H 0.810 -7.124 -0.036
44 H -4.483 -0.009 -3.034
45 H 0.987 2.926 -3.495
46 H -4.226 -1.191 -1.717
47 H 2.503 -3.130 3.815
48 H 1.797 -5.302 3.699
49 H -1.288 -2.981 1.892
50 H -2.485 4.070 -3.597
51 H -2.228 6.454 -4.251
52 H -1.981 -0.181 3.274
53 H 0.297 4.480 -0.558
54 H 3.082 1.576 0.955
55 H 3.121 2.345 -1.379
56 H -1.009 1.328 5.131
57 H -0.657 7.896 -2.966
58 H 3.380 3.199 -2.901
59 H -2.616 -1.834 1.738
60 H 2.478 1.093 -4.221
61 H -1.641 -2.241 0.331
62 H 2.365 3.925 -1.660
63 H 0.733 -7.659 3.527
64 H 0.245 2.485 4.665
65 H 1.527 -4.410 -2.111
66 H 2.311 0.305 -2.650
67 H 0.828 -8.462 1.949
68 H 2.759 0.309 -0.227
69 H -3.403 -1.365 -3.301
70 H 0.907 0.444 -3.740
71 H 3.516 -0.087 1.314
72 H -0.212 -4.469 -1.779
73 H -1.377 2.588 3.966
74 H 1.102 -2.211 3.276
75 H 0.707 -5.952 -1.980
76 H 2.298 -7.992 2.805
77 H 2.630 -2.084 2.407

The calculation puts the total energy at -64166.079 eV. As for the expectation value of S²: 0.76. The net charge is +2. Its multiplicity is 2. The frontier orbital gap (alpha / beta) comes out at 6.8 / 5.8 eV. The value obtained for the HOMO energy (alpha / beta) is -13.74 / -14.00 eV.


[6]
Molecular formula: C75H168N8O12
Method: DFT, wB97M-V/def2-TZVPD

Cartesian coordinates (Å):
1 O -3.708 -3.495 -4.177
2 O -0.734 -0.145 0.191
3 O 2.918 4.946 -3.043
4 O -5.182 -1.989 -2.337
5 O -1.517 -2.514 2.020
6 O 5.232 3.526 -0.036
7 O 5.134 -3.303 -0.279
8 O 5.300 -2.684 -2.980
9 O -2.624 1.287 1.513
10 O 5.661 -2.448 2.460
11 O -9.389 5.995 -0.516
12 O 0.114 0.920 -3.841
13 N 4.718 -1.574 3.093
14 N -2.613 -4.015 -3.463
15 N -2.569 1.063 2.948
16 N -2.628 -1.616 -0.967
17 N 4.149 4.398 -0.114
18 N 4.954 -1.644 -3.941
19 N -8.064 5.560 -0.518
20 N -0.664 -3.497 2.699
21 C 3.548 -1.484 -3.837
22 C 5.047 -4.748 -0.344
23 C 4.470 5.740 0.245
24 C -8.012 5.794 -3.052
25 C 5.949 -0.526 -3.854
26 C 4.427 -2.186 4.410
27 C -0.153 -5.802 4.186
28 C -2.459 3.521 3.196
29 C -1.737 1.863 4.980
30 C 3.953 0.998 -4.287
31 C 3.047 3.488 1.949
32 C 2.951 3.793 0.460
33 C 2.970 -1.332 -2.374
34 C -0.408 2.067 3.005
35 C 3.945 0.244 5.198
36 C -1.229 -2.345 -4.442
37 C 5.393 0.684 -4.639
38 C -1.831 2.159 3.497
39 C 6.744 -0.050 3.557
40 C -3.705 -0.613 -0.984
41 C -8.529 3.540 1.078
42 C 3.711 -3.492 4.154
43 C -4.021 -5.297 -1.885
44 C 5.312 -0.203 3.069
45 C -0.103 -4.437 4.851
46 C -3.016 1.304 5.706
47 C 0.575 -0.608 -0.022
48 C -0.415 -5.794 -2.973
49 C 6.253 -0.112 -2.407
50 C 0.236 -5.793 2.732
51 C -1.726 -5.913 -2.206
52 C 3.533 -1.202 5.205
53 C 1.724 4.778 0.325
54 C 5.560 -2.476 5.323
55 C -6.213 4.491 0.621
56 C 5.043 5.922 1.642
57 C 0.040 -4.521 0.620
58 C -2.926 -5.389 -2.955
59 C -3.437 0.460 -2.067
60 C 5.409 0.068 1.486
61 C -0.712 -2.026 4.681
62 C 7.243 -1.012 -4.515
63 C -1.396 -3.855 -4.299
64 C -0.696 -4.696 1.918
65 C -5.052 1.699 3.064
66 C 5.147 4.589 -4.059
67 C -1.015 -3.425 4.104
68 C -6.454 -2.481 -2.549
69 C 3.618 -5.113 -0.547
70 C -3.932 0.664 3.375
71 C -1.508 -4.511 -5.729
72 C 1.491 -0.446 1.181
73 C 2.684 2.560 -0.386
74 C 5.602 6.204 -0.682
75 C -8.553 3.588 -2.109
76 C -3.414 -6.404 -3.914
77 C -7.702 4.839 0.806
78 C 3.209 -0.239 -4.711
79 C 2.005 6.219 0.850
80 C -7.823 5.967 1.872
81 C -5.082 -1.296 -1.114
82 C 3.010 -2.750 -4.468
83 C 3.237 6.634 0.091
84 C 0.711 2.148 -3.418
85 C -6.328 4.630 -1.828
86 C -0.327 3.099 -3.012
87 C -5.924 3.781 -0.629
88 C -2.497 -3.652 4.388
89 C 3.704 5.026 -4.206
90 C -4.399 -0.614 2.673
91 C -7.809 4.836 -1.824
92 C -3.728 0.256 4.871
93 C -2.160 -5.291 1.680
94 C 4.305 0.652 3.775
95 C -0.242 -4.339 -3.467
96 H -6.826 -3.290 -1.837
97 H 1.889 -1.260 -2.362
98 H 6.853 -0.191 4.667
99 H -8.309 2.689 -1.570
100 H 3.229 -4.749 -1.572
101 H 5.665 -5.204 -1.123
102 H -1.979 -6.974 -1.910
103 H -7.151 6.790 1.622
104 H 0.243 -5.431 0.137
105 H 0.059 3.936 -2.453
106 H -2.740 -3.157 5.360
107 H -2.367 0.687 -2.081
108 H 4.499 -4.111 3.737
109 H 5.185 6.402 -1.696
110 H -2.674 -4.727 4.515
111 H -5.158 -2.007 -0.283
112 H -1.747 4.320 2.967
113 H 5.271 3.656 -3.530
114 H -4.880 -4.931 -2.424
115 H 1.383 2.584 -4.203
116 H -8.796 2.956 0.179
117 H -0.043 1.068 3.124
118 H -7.376 5.376 -3.824
119 H -0.960 -1.782 1.650
120 H 3.246 -2.247 -1.821
121 H -0.298 -6.496 -3.818
122 H 3.565 1.898 -4.754
123 H 5.735 5.430 -3.598
124 H -0.571 1.005 -4.507
125 H -4.089 -2.907 -3.548
126 H -4.718 -0.444 1.681
127 H -2.108 -5.458 -5.745
128 H -3.786 0.023 -3.036
129 H -5.963 4.156 -2.762
130 H -4.890 3.498 -0.650
131 H -2.528 -6.952 -4.266
132 H 1.966 -2.616 -4.712
133 H -5.883 5.594 -1.789
134 H -1.089 -6.306 4.322
135 H 1.391 4.821 -0.713
136 H 6.443 5.540 -0.723
137 H 1.410 -1.142 2.014
138 H -9.507 3.783 1.434
139 H 6.286 -0.524 1.133
140 H 2.895 -3.261 3.456
141 H -2.142 -1.919 -4.903
142 H 6.752 -0.883 -1.840
143 H -2.502 -5.819 2.545
144 H -3.184 3.901 3.912
145 H 3.137 4.339 2.547
146 H 3.532 1.860 -0.294
147 H 0.381 -1.698 -0.182
148 H 0.933 -4.066 4.877
149 H 3.367 -3.900 5.126
150 H 1.180 6.856 0.699
151 H 5.496 3.467 0.905
152 H 5.606 1.164 1.557
153 H -5.297 -0.964 3.272
154 H 4.693 1.667 3.809
155 H 5.936 5.217 1.827
156 H 2.255 6.176 1.913
157 H 0.909 -3.997 0.993
158 H -6.075 1.341 3.376
159 H 5.419 0.315 -1.894
160 H -1.041 -1.834 -3.508
161 H -7.195 -1.654 -2.575
162 H 1.737 2.148 -0.057
163 H -3.810 -4.697 -1.024
164 H 3.052 0.817 5.515
165 H -7.821 2.919 1.723
166 H -6.475 -2.963 -3.520
167 H -3.639 2.110 6.034
168 H -4.225 -6.322 -1.559
169 H 4.491 -0.079 0.889
170 H -9.998 5.221 -0.489
171 H -1.493 -1.339 4.301
172 H -7.727 6.786 -2.781
173 H -4.909 2.708 3.563
174 H 3.460 4.569 -2.322
175 H 2.907 -4.735 0.197
176 H -9.657 3.667 -1.949
177 H 2.134 -0.080 -4.650
178 H 3.467 -6.211 -0.597
179 H 6.405 -3.087 4.881
180 H 6.111 -1.599 5.640
181 H 7.939 -0.184 -4.559
182 H -1.685 -5.445 -1.274
183 H 7.070 -1.263 -5.551
184 H 3.102 6.874 -0.948
185 H 5.934 7.164 -0.307
186 H 2.590 2.808 -1.450
187 H -6.351 2.765 -0.727
188 H 3.080 -3.592 -3.820
189 H -1.330 -0.529 -0.523
190 H -0.127 -3.717 -2.577
191 H -0.502 -4.675 -6.084
192 H -4.219 -6.971 -3.440
193 H 3.696 6.099 -4.618
194 H 0.975 4.171 0.864
195 H 3.434 -2.980 -5.446
196 H -1.887 0.789 1.140
197 H 0.647 -4.181 -4.029
198 H -3.618 -1.373 2.684
199 H 2.201 2.979 2.287
200 H -5.886 3.889 1.508
201 H -8.334 3.328 -3.130
202 H -7.616 5.653 2.911
203 H -0.469 -2.089 -5.153
204 H -1.216 2.651 5.572
205 H -3.999 1.353 -1.791
206 H 1.521 0.571 1.546
207 H 7.103 0.998 3.358
208 H -5.967 -0.668 -1.033
209 H 1.003 -0.143 -0.904
210 H -1.999 -3.794 -6.512
211 H 7.782 -1.867 -4.010
212 H -3.801 -0.175 0.004
213 H 3.324 0.642 3.170
214 H 0.375 -6.011 -2.216
215 H -5.654 5.461 0.691
216 H 5.302 -2.720 1.550
217 H -8.966 5.645 -3.519
218 H 5.753 -3.389 -3.441
219 H -0.322 2.392 1.951
220 H 5.560 4.507 -5.042
221 H -3.887 -6.051 -4.791
222 H 5.189 -3.072 6.150
223 H 1.360 1.923 -2.588
224 H 3.595 7.640 0.433
225 H 3.859 1.257 -3.234
226 H -1.092 2.689 -2.314
227 H 3.916 2.848 2.024
228 H -1.112 1.019 5.207
229 H 3.266 4.394 -4.987
230 H 4.758 0.342 5.927
231 H -5.096 1.900 1.988
232 H -0.325 -4.476 5.897
233 H 3.357 -0.554 -5.728
234 H 2.551 -0.597 0.886
235 H 7.482 -0.610 2.907
236 H -0.850 3.508 -3.861
237 H -0.512 -3.822 -0.047
238 H 4.344 5.863 2.396
239 H -2.022 -6.055 0.890
240 H -4.655 -0.056 5.277
241 H 0.511 -6.397 4.787
242 H -2.736 0.908 6.688
243 H -2.837 -4.475 1.410
244 H 6.964 0.757 -2.391
245 H -3.140 -0.605 4.911
246 H 6.074 1.510 -4.332
247 H 5.464 6.924 1.713
248 H 2.484 -1.246 4.764
249 H 5.125 -2.953 -1.175
250 H -0.787 -2.051 5.764
251 H 3.468 -0.460 -1.873
252 H 1.275 -5.578 2.585
253 H -8.871 6.277 2.062
254 H 5.549 0.618 -5.699
255 H -3.119 -3.123 3.587
256 H 0.191 -1.671 4.288
257 H 5.500 -5.095 0.598
258 H 0.090 -6.723 2.195
259 H -3.056 3.463 2.263
260 H 3.365 -1.614 6.167
261 H -2.534 -2.216 -1.783
262 H -2.371 -2.076 -0.121
263 H 0.255 2.712 3.638

The calculation puts the total energy at -116979.084 eV. The frontier orbital gap comes out at 8.8 eV. The structure (SMILES) is CC1(C)CCCC(C)(C)N1O.CC1(C)CCCC(C)(C)N1O.CC1(C)CCCC(C)(C)N1O.CC1(C)CCCC(C)(C)N1O.CC1(C)CCCC(C)(C)N1O.CC1(C)CCCC(C)(C)N1O.CC1(C)CCCC(C)(C)N1O.COC[C@H](C)N.CCO.CCO.CCO.CCO. The value obtained for the HOMO energy is -8.30 eV.


[7]
Molecular formula: C8H5CuINO3P
Method: DFT, wB97M-V/def2-TZVPD

Cartesian coordinates (Å):
1 I -4.044 1.998 0.440
2 Cu 2.210 4.682 -1.404
3 P -2.481 0.452 1.616
4 O 2.506 -2.470 -1.546
5 O -3.245 -1.044 1.521
6 O -1.352 -2.996 0.556
7 N 1.000 -2.803 0.385
8 C 1.005 2.089 -0.628
9 C 1.203 -0.558 -0.546
10 C 1.800 0.784 -1.015
11 C -0.128 -0.712 0.237
12 C -0.323 1.963 0.171
13 C -0.363 -2.264 0.443
14 C 1.700 -2.069 -0.698
15 C -0.906 0.566 0.627
16 H 1.517 -2.952 1.259
17 H 1.401 3.140 -0.912
18 H -3.344 -1.386 0.602
19 H 2.775 0.799 -1.612
20 H -0.869 2.922 0.459

The calculation puts the total energy at -78014.167 eV. As for the expectation value of S²: 0.79. The net charge is +2. Its multiplicity is 2. The frontier orbital gap (alpha / beta) comes out at 6.3 / 5.3 eV. The value obtained for the HOMO energy (alpha / beta) is -16.16 / -16.13 eV.